[1]
This record from OMol25 describes a 9-piece molecular cluster, C37H71N2O12P overall in a non-equilibrium geometry. The level of theory is ωB97M-V/def2-TZVPD.

XYZ file:
```
123
Properties=species:S:1:pos:R:3:forces:R:3:lowdin_charge:R:1
C 4.075 -4.052 3.478 -0.36 0.13 0.10 0.110
C 3.530 -3.810 2.436 -0.19 -0.25 -0.07 -0.137
C 2.737 -3.473 1.246 0.08 0.31 0.47 -0.205
C 1.379 -2.825 1.651 0.40 0.28 -1.00 -0.175
C 1.145 -1.583 0.757 -0.22 -0.96 1.39 -0.128
C -0.213 -0.882 1.010 0.87 0.94 -1.43 -0.379
N -1.257 -1.692 0.380 -0.04 -0.19 1.02 0.029
C -2.616 -1.321 0.781 -0.19 0.23 -0.94 -0.204
C -3.659 -2.178 0.034 -0.16 -0.18 0.91 -0.188
C -4.617 -2.844 1.036 -0.53 0.28 -0.17 -0.254
C -5.733 -1.892 1.527 0.44 -0.40 -0.25 -0.102
C -0.101 0.545 0.363 -0.52 0.24 -0.14 -0.094
C -0.648 1.494 1.453 1.29 -0.07 -0.72 -0.328
P 0.004 3.204 1.497 -0.92 0.87 0.92 0.471
O -0.286 3.847 2.783 0.12 -0.17 0.09 -0.262
O -0.623 4.017 0.258 0.55 -0.86 -0.09 -0.108
O 1.576 3.209 1.184 -0.42 -0.57 -0.44 -0.125
N -0.231 0.871 2.731 -0.35 -0.54 -0.33 0.079
C -0.393 -0.553 2.506 -0.16 -0.33 -0.27 -0.381
O -0.595 -1.337 3.381 0.04 0.03 0.12 0.149
H 4.398 -4.196 4.487 0.26 -0.06 -0.17 -0.001
H 2.586 -4.347 0.613 0.06 -0.02 -0.01 0.112
H 3.314 -2.740 0.675 0.01 -0.11 -0.16 0.105
H 0.554 -3.508 1.458 -0.01 -0.11 0.39 0.114
H 1.432 -2.547 2.698 -0.22 -0.08 0.05 0.097
H 1.166 -1.952 -0.270 -0.02 0.42 -0.18 0.129
H 1.978 -0.900 0.937 -0.03 0.14 -0.22 0.117
H -1.173 -1.519 -0.616 -0.11 -0.14 -0.07 0.102
H -2.783 -0.259 0.540 -0.20 -0.01 0.18 0.102
H -2.756 -1.460 1.852 0.28 0.01 0.06 0.111
H -3.168 -2.961 -0.542 0.19 0.15 -0.07 0.096
H -4.261 -1.575 -0.646 0.16 -0.03 -0.19 0.096
H -4.072 -3.188 1.918 0.13 -0.19 -0.14 0.104
H -5.089 -3.718 0.581 0.08 0.02 -0.08 0.088
H -6.601 -2.482 1.819 -0.03 0.17 0.28 0.064
H -6.051 -1.219 0.730 0.01 0.02 0.01 0.067
H -5.366 -1.303 2.368 -0.24 0.12 0.03 0.067
H 0.916 0.828 0.084 0.11 -0.20 0.25 0.109
H -0.686 0.588 -0.555 -0.05 0.07 0.11 0.088
H -1.731 1.512 1.328 -0.10 0.22 0.60 0.124
H -1.513 3.676 0.095 -0.02 0.21 -0.18 0.077
H 2.056 3.015 2.000 0.06 0.25 0.02 0.096
H 0.785 0.964 2.795 -0.07 0.29 0.45 0.126
C -3.426 2.005 -3.057 0.18 0.07 0.19 -0.006
C -2.981 0.572 -2.928 -0.08 -0.08 -0.05 -0.466
O -2.220 0.224 -2.047 -0.02 0.05 -0.04 0.043
C -3.511 -0.394 -3.947 0.27 -0.07 0.28 -0.018
H -2.965 2.606 -2.275 0.00 -0.01 0.00 0.071
H -3.117 2.391 -4.030 -0.12 -0.02 -0.05 0.076
H -4.511 2.074 -2.965 -0.01 -0.01 -0.14 0.090
H -3.200 -0.080 -4.942 -0.10 0.07 -0.04 0.055
H -4.601 -0.435 -3.900 -0.01 0.05 -0.11 0.101
H -3.119 -1.388 -3.750 -0.07 -0.03 0.00 0.071
C -0.159 0.093 -7.071 -0.26 0.02 -0.02 -0.015
C -0.380 1.338 -6.249 0.01 -0.02 0.01 -0.495
O -1.493 1.771 -6.047 -0.08 -0.01 0.05 0.053
C 0.844 2.015 -5.687 -0.19 0.14 0.08 -0.018
H -1.118 -0.294 -7.410 0.00 -0.01 0.03 0.074
H 0.461 0.324 -7.939 0.12 -0.05 0.07 0.087
H 0.338 -0.669 -6.469 0.12 0.02 -0.06 0.089
H 1.506 2.325 -6.497 0.09 -0.11 0.03 0.087
H 1.381 1.330 -5.029 0.10 -0.02 -0.10 0.088
H 0.545 2.893 -5.118 -0.01 -0.01 0.00 0.081
C 3.483 -3.844 8.184 -0.04 0.01 -0.25 -0.015
C 4.904 -3.817 7.681 -0.04 0.00 -0.02 -0.480
O 5.156 -3.796 6.497 -0.03 -0.12 0.17 0.039
C 6.001 -3.817 8.717 0.15 0.02 -0.21 -0.017
H 2.798 -3.841 7.339 0.01 0.00 0.00 0.084
H 3.314 -4.744 8.777 0.01 0.07 0.12 0.087
H 3.289 -2.967 8.803 0.01 -0.08 0.12 0.087
H 5.934 -4.716 9.331 -0.06 0.07 0.11 0.086
H 5.909 -2.938 9.357 -0.06 -0.08 0.11 0.086
H 6.969 -3.797 8.221 -0.02 0.00 -0.01 0.083
C -0.885 6.712 3.794 -0.26 0.19 0.09 -0.041
C -1.027 7.998 4.568 -0.08 -0.02 -0.04 -0.506
O -2.106 8.504 4.778 0.04 0.01 0.01 0.062
C 0.248 8.631 5.076 -0.15 0.17 0.10 -0.030
H -1.866 6.360 3.488 0.01 -0.02 0.00 0.082
H -0.274 6.876 2.905 0.13 -0.10 0.06 0.083
H -0.415 5.947 4.411 0.13 -0.03 -0.12 0.077
H 0.905 8.872 4.239 0.08 -0.11 0.03 0.081
H 0.763 7.945 5.750 0.09 -0.04 -0.10 0.082
H 0.009 9.546 5.615 -0.01 -0.01 -0.01 0.078
C -5.019 -0.258 -7.531 0.15 0.00 0.21 -0.012
C -4.563 -1.690 -7.387 0.02 -0.05 0.03 -0.489
O -3.821 -2.037 -6.495 -0.01 0.00 -0.15 0.057
C -5.076 -2.672 -8.411 0.12 -0.15 0.14 -0.021
H -4.583 0.349 -6.741 0.02 0.01 -0.01 0.067
H -4.702 0.139 -8.496 -0.13 -0.01 -0.05 0.089
H -6.106 -0.205 -7.461 -0.01 0.01 -0.14 0.089
H -4.761 -2.369 -9.410 -0.13 0.05 -0.03 0.086
H -6.166 -2.713 -8.376 -0.01 0.08 -0.12 0.086
H -4.676 -3.661 -8.197 0.00 0.01 0.01 0.080
C -4.357 -5.860 -2.201 -0.13 0.16 0.12 -0.021
C -4.104 -4.620 -3.024 -0.03 0.02 0.03 -0.498
O -4.633 -3.567 -2.752 -0.01 -0.02 -0.05 0.059
C -3.162 -4.757 -4.194 -0.03 0.26 0.01 -0.015
H -5.048 -5.625 -1.394 0.01 0.01 -0.01 0.075
H -4.791 -6.642 -2.826 0.13 -0.07 -0.01 0.084
H -3.420 -6.222 -1.773 0.01 -0.10 -0.09 0.087
H -3.548 -5.495 -4.899 0.09 -0.10 0.04 0.087
H -2.178 -5.076 -3.844 -0.03 -0.14 -0.04 0.087
H -3.068 -3.801 -4.704 -0.03 0.01 -0.03 0.057
C 6.460 -1.626 4.734 0.19 -0.07 -0.21 -0.034
C 7.489 -1.318 3.673 -0.03 -0.01 0.01 -0.502
O 8.052 -2.193 3.058 0.02 0.03 0.01 0.071
C 7.789 0.142 3.413 0.15 -0.10 -0.16 -0.030
H 6.337 -2.697 4.821 0.01 -0.05 0.00 0.046
H 6.788 -1.226 5.696 -0.10 0.11 -0.01 0.085
H 5.501 -1.181 4.462 0.01 0.08 0.11 0.088
H 8.165 0.614 4.322 -0.13 0.06 0.02 0.081
H 6.883 0.657 3.089 -0.02 0.06 0.13 0.080
H 8.542 0.224 2.632 -0.01 -0.01 0.00 0.079
C 3.022 5.110 -0.714 0.23 -0.07 -0.21 -0.031
C 4.106 5.347 -1.738 0.00 0.00 0.00 -0.503
O 4.784 4.441 -2.163 -0.02 0.02 0.00 0.067
C 4.305 6.769 -2.210 0.17 -0.12 -0.13 -0.027
H 2.986 4.058 -0.467 0.01 -0.06 -0.02 0.056
H 3.231 5.683 0.191 -0.13 0.10 -0.03 0.090
H 2.054 5.413 -1.118 -0.02 0.11 0.12 0.089
H 4.565 7.409 -1.366 -0.13 0.06 0.01 0.083
H 3.389 7.141 -2.672 -0.03 0.08 0.12 0.083
H 5.110 6.799 -2.941 0.00 -0.01 0.01 0.079
```
Forces are in eV/Å.

Values from the calculation:
SMILES: C#CCCC[C@]1(NCCCC)C[C@H](P(=O)(O)O)NC1=O.CC(C)=O.CC(C)=O.CC(C)=O.CC(C)=O.CC(C)=O.CC(C)=O.CC(C)=O.CC(C)=O
E_tot, eV: -76359.6510
HOMO-LUMO gap, Ha: 0.3228
Net charge: 0
ΔE to the lowest compared entry with this formula, charge and spin, kJ/mol: 0.00
LUMO, eV: 0.1

[2]
This record from OMol25 describes a 7-piece molecular cluster, C37H74ClF4IN9O12PS2 overall in a non-equilibrium geometry. The level of theory is ωB97M-V/def2-TZVPD.

XYZ file:
```
141
Properties=species:S:1:pos:R:3:forces:R:3:lowdin_charge:R:1
C -1.778 0.700 6.732 0.05 -0.78 0.13 -0.096
C -2.281 -0.264 5.657 -0.01 0.38 0.42 -0.297
C -2.675 0.416 4.334 0.14 0.08 0.20 -0.601
Cl -4.284 -0.174 3.817 -0.03 0.07 -0.15 0.671
C -1.614 0.494 3.179 0.01 -1.07 0.34 -0.397
C -0.779 1.752 3.422 0.24 -0.10 -0.03 -0.063
C -1.297 3.114 3.032 0.06 0.53 0.00 -0.389
C -0.236 4.138 2.762 -0.03 0.28 1.09 -0.035
N -2.507 3.505 2.978 -0.10 -0.49 0.08 0.172
O -2.244 0.306 1.923 0.06 0.20 -0.06 -0.164
C -2.653 1.267 1.014 -0.54 -0.45 -0.76 -0.303
C -1.534 1.958 0.201 0.19 0.57 -0.46 -0.397
F -1.302 1.301 -0.978 0.07 -0.19 0.29 0.068
F -0.355 1.919 0.865 -0.16 -0.07 -0.33 0.110
C -1.849 3.466 -0.147 0.27 0.01 -0.88 -0.266
F -0.831 4.249 0.320 -0.82 -0.50 -1.24 0.042
F -1.880 3.623 -1.502 0.11 -0.07 0.60 0.058
P -3.792 0.367 -0.157 -1.02 0.65 -0.93 0.275
O -3.058 -0.942 -0.711 0.30 0.41 0.42 -0.181
O -4.973 -0.245 0.723 0.37 -0.11 0.14 -0.212
S -4.554 1.549 -1.474 0.42 0.18 0.26 0.406
C -0.576 -0.739 3.156 -0.30 0.48 -0.40 -0.729
N 0.410 -0.741 4.168 0.06 0.17 0.15 0.110
I -1.750 -2.617 3.148 -0.09 -0.12 0.03 1.009
O 0.029 -0.589 1.909 0.06 -0.12 0.54 -0.167
C 0.896 -1.470 1.251 1.21 0.05 -1.56 -0.704
S 0.041 -2.570 0.021 -0.71 -0.24 0.26 0.832
C 1.718 -0.514 0.344 -0.01 -0.28 0.32 -0.163
C 2.671 0.383 1.108 0.03 0.07 -0.23 -0.149
O 3.996 -0.163 0.985 0.06 0.29 -0.31 -0.035
C 4.977 0.764 1.239 0.23 0.43 1.27 -0.506
C 5.929 0.961 0.107 0.19 -0.29 0.45 0.017
O 5.046 1.345 2.301 -0.38 -0.45 -1.02 0.117
C 1.955 -2.313 2.010 -0.29 -0.32 0.28 -0.125
C 1.597 -3.646 2.627 -0.21 -0.18 0.82 -0.468
C 1.474 -4.904 1.803 -0.41 0.17 -0.29 -0.068
N 1.444 -3.679 3.890 0.34 0.15 -0.22 0.118
H -2.510 1.456 6.990 0.01 0.38 -0.21 0.086
H -0.805 1.121 6.504 0.01 0.44 -0.07 0.035
H -1.649 0.095 7.627 0.12 0.02 0.24 0.083
H -3.182 -0.711 6.057 -0.20 -0.21 -0.06 0.089
H -1.564 -1.071 5.582 -0.05 -0.22 -0.36 0.051
H -2.875 1.446 4.604 -0.09 0.18 0.06 0.077
H -0.553 1.796 4.484 -0.07 0.12 0.26 0.106
H 0.193 1.632 2.961 0.06 -0.02 -0.11 0.108
H -0.584 4.872 2.050 0.20 0.00 0.42 0.074
H -0.094 4.654 3.708 0.17 0.04 0.29 0.082
H 0.719 3.699 2.501 0.10 0.01 -0.29 0.086
H -3.129 2.740 3.248 -0.14 0.23 -0.02 0.044
H -3.322 2.042 1.383 0.04 -0.01 0.36 0.108
H -2.807 3.797 0.246 0.10 0.11 0.22 0.149
H -2.121 -0.936 -0.451 0.07 -0.48 0.00 0.027
H -4.992 -1.199 0.589 -0.05 -0.26 0.34 0.086
H 1.231 -0.261 3.831 0.19 -0.06 -0.04 0.090
H 0.142 -0.289 5.029 -0.21 -0.17 0.08 0.075
H 0.131 -1.806 -1.079 0.20 0.20 0.17 -0.104
H 1.042 0.058 -0.278 -0.25 0.31 0.11 0.098
H 2.302 -1.120 -0.336 0.20 -0.12 -0.12 0.117
H 2.390 0.495 2.151 0.02 0.05 0.19 0.114
H 2.690 1.371 0.655 -0.12 0.22 0.04 0.138
H 5.485 1.594 -0.653 -0.18 0.02 -0.17 0.098
H 6.825 1.428 0.487 0.18 0.19 -0.02 0.081
H 6.209 0.009 -0.324 -0.08 -0.13 -0.23 0.076
H 2.411 -1.734 2.802 -0.06 0.26 0.16 0.112
H 2.746 -2.491 1.289 0.07 -0.06 -0.27 0.125
H 2.240 -5.629 2.055 0.23 -0.01 0.13 0.082
H 0.509 -5.348 2.033 -0.15 -0.16 0.05 0.076
H 1.477 -4.736 0.734 0.21 0.08 -0.18 0.030
H 1.219 -4.624 4.199 -0.01 -0.07 0.00 0.056
C 9.077 -0.744 -1.521 -0.04 0.07 -0.10 -0.361
O 8.707 0.245 -0.912 0.05 0.00 0.00 -0.001
N 9.778 -1.754 -0.988 0.05 -0.17 -0.06 -0.191
C 10.195 -2.906 -1.770 0.02 0.04 0.32 -0.057
C 10.129 -1.686 0.421 -0.08 0.12 -0.08 -0.035
H 8.858 -0.889 -2.593 0.00 -0.02 0.00 0.131
H 9.765 -3.817 -1.349 0.01 -0.03 -0.06 0.091
H 11.281 -2.987 -1.766 0.00 -0.07 -0.13 0.079
H 9.862 -2.802 -2.799 0.02 0.03 -0.03 0.077
H 9.227 -1.624 1.030 0.03 0.00 0.05 0.092
H 10.731 -0.798 0.615 0.00 -0.01 0.06 0.093
H 10.693 -2.574 0.696 0.01 -0.03 -0.04 0.087
C -5.062 -0.776 -6.705 0.14 0.04 -0.20 -0.343
O -5.490 -1.459 -7.621 0.09 0.12 0.16 -0.004
N -5.254 -1.019 -5.401 0.04 0.05 0.16 -0.187
C -4.700 -0.159 -4.366 -0.17 -0.33 -0.20 -0.097
C -6.038 -2.179 -5.000 0.09 0.06 -0.19 -0.029
H -4.454 0.127 -6.886 -0.01 0.01 0.01 0.132
H -4.030 -0.735 -3.726 0.01 0.10 0.09 0.078
H -5.501 0.252 -3.757 0.03 0.04 0.07 0.037
H -4.142 0.659 -4.815 0.00 0.01 -0.02 0.083
H -5.586 -3.094 -5.382 -0.06 -0.04 0.00 0.099
H -7.048 -2.110 -5.401 -0.05 -0.05 0.04 0.084
H -6.086 -2.223 -3.916 0.03 0.03 0.02 0.087
C 13.152 -2.137 -4.750 0.12 -0.11 -0.03 -0.349
O 12.607 -2.956 -4.034 -0.09 0.02 0.05 0.008
N 12.739 -0.869 -4.913 0.02 0.16 -0.08 -0.195
C 13.431 0.065 -5.780 -0.18 0.00 0.14 -0.056
C 11.558 -0.425 -4.191 0.08 -0.17 0.02 -0.042
H 14.055 -2.378 -5.336 0.00 0.01 -0.01 0.134
H 13.782 0.924 -5.205 0.04 0.03 -0.06 0.090
H 12.760 0.416 -6.566 0.06 0.04 -0.04 0.090
H 14.287 -0.422 -6.241 0.01 -0.04 0.01 0.082
H 11.712 -0.530 -3.116 -0.05 0.03 0.01 0.090
H 10.698 -1.035 -4.473 -0.04 0.04 0.02 0.086
H 11.355 0.616 -4.427 0.02 0.02 -0.02 0.091
C -9.010 -4.908 -7.275 -0.07 -0.08 0.14 -0.366
O -8.232 -5.124 -6.363 0.03 0.02 0.01 0.001
N -8.775 -4.080 -8.304 0.00 0.07 -0.24 -0.194
C -9.747 -3.863 -9.354 0.21 0.05 0.06 -0.064
C -7.494 -3.378 -8.356 -0.34 -0.43 -0.03 -0.042
H -10.003 -5.389 -7.325 0.00 0.00 -0.01 0.129
H -9.329 -4.153 -10.320 -0.07 0.02 -0.04 0.088
H -10.027 -2.808 -9.395 -0.05 -0.01 -0.06 0.088
H -10.640 -4.455 -9.165 0.00 -0.02 0.03 0.079
H -6.681 -4.102 -8.390 0.08 0.08 0.01 0.100
H -7.370 -2.771 -7.475 0.09 0.13 0.09 0.045
H -7.455 -2.745 -9.237 -0.04 0.03 -0.02 0.089
C -10.580 2.502 -0.731 -0.12 -0.06 0.07 -0.365
O -11.451 3.158 -1.267 -0.01 0.05 -0.05 0.008
N -9.264 2.629 -0.976 0.15 -0.07 0.07 -0.199
C -8.266 1.818 -0.306 -0.04 0.18 -0.19 -0.068
C -8.831 3.616 -1.950 -0.15 -0.03 0.03 -0.040
H -10.805 1.728 0.022 0.02 -0.01 0.00 0.130
H -7.576 2.459 0.247 0.08 -0.10 0.03 0.086
H -7.698 1.245 -1.039 0.09 -0.04 0.10 0.065
H -8.745 1.131 0.389 -0.05 0.01 0.00 0.082
H -9.152 4.612 -1.644 0.02 0.03 -0.05 0.092
H -9.275 3.403 -2.923 0.02 0.05 -0.03 0.092
H -7.747 3.592 -2.032 0.02 -0.04 0.03 0.080
C 1.207 4.010 6.817 0.10 0.05 -0.18 -0.330
O 0.591 3.325 6.016 -0.03 -0.05 -0.04 0.002
N 1.181 3.820 8.142 0.05 0.09 0.17 -0.191
C 1.934 4.642 9.069 -0.15 -0.17 0.01 -0.049
C 0.357 2.733 8.641 0.03 0.02 -0.16 -0.040
H 1.850 4.849 6.505 -0.02 0.00 -0.01 0.139
H 2.636 4.026 9.632 0.03 0.06 0.03 0.091
H 1.257 5.136 9.767 0.05 0.04 0.03 0.091
H 2.492 5.400 8.524 0.00 0.00 -0.04 0.084
H 0.697 1.797 8.197 -0.08 -0.08 0.09 0.089
H -0.678 2.899 8.342 -0.04 -0.10 0.07 0.088
H 0.424 2.671 9.724 0.06 0.08 0.02 0.091
```
Forces are in eV/Å.

Values from the calculation:
SMILES: [H]/N=C(/C)C[C@](O[C@@H](C(F)(F)C(F)F)P(O)(O)=S)([C@@H](Cl)CC)[C@@](N)(I)O[C@@](S)(CCOC(C)=O)C/C(C)=N/[H].CN(C)C=O.CN(C)C=O.CN(C)C=O.CN(C)C=O.CN(C)C=O.CN(C)C=O
E_tot, eV: -140002.6137
HOMO-LUMO gap, Ha: 0.3302
Net charge: 0
ΔE to the lowest compared entry with this formula, charge and spin, kJ/mol: 0.00
LUMO, eV: 0.3